{"formula": "C3H3NO4P", "method": "the ωB97M-V functional and the def2-TZVPD basis", "symbols": ["C", "C", "O", "O", "P", "O", "O", "C", "N", "H", "H", "H"], "xyz": [[-0.84523, 1.85228, 0.58901], [-0.53323, 0.55733, -0.23031], [-1.30566, 0.05967, -1.01120], [0.69372, 0.24016, 0.09690], [1.49768, -1.15117, -0.50431], [2.66962, -1.27978, 0.34255], [1.47868, -1.03440, -1.97461], [0.11730, -2.38382, -0.12997], [-0.82118, -2.92635, 0.24945], [-1.49841, 2.52492, 0.09390], [-1.47739, 1.44605, 1.35721], [0.02408, 2.09511, 1.12139]], "forces_ev_per_angstrom": [[-1.116, -2.963, -0.262], [-1.301, 2.671, -0.184], [0.599, -0.203, 0.429], [1.098, -1.935, -0.033], [-1.654, 0.542, -1.660], [0.569, -0.536, 0.873], [0.247, -0.234, 0.227], [1.005, 1.002, 0.479], [-0.155, -0.465, -0.057], [0.148, 1.039, -0.687], [-0.604, -0.277, 0.703], [1.164, 1.360, 0.174]], "e_lumo_ev": 3.703, "max_force_ev_per_a": 3.18, "homo_ha": -0.2334, "gap_ev": 10.055, "total_charge": -1, "relative_energy_ev": 0.000}

***

{"formula": "C5H12NO", "method": "the ωB97M-V functional and the def2-TZVPD basis", "symbols": ["C", "N", "C", "C", "C", "C", "O", "H", "H", "H", "H", "H", "H", "H", "H", "H", "H", "H", "H"], "xyz": [[1.89072, -1.27680, -1.40910], [0.84119, -0.94983, -0.73487], [-0.40581, -0.36443, -1.18532], [-0.53681, 1.13199, -0.85740], [-0.32272, 1.24384, 0.68003], [-0.87872, 0.36198, 1.71872], [-0.22689, -0.97034, 1.58468], [2.75479, -1.74452, -0.96130], [1.92224, -1.03955, -2.40798], [0.65258, -1.29162, 0.25914], [-0.63475, -0.65827, -2.17553], [-1.12032, -0.88147, -0.60775], [0.25691, 1.75420, -1.35262], [-1.49612, 1.55907, -1.21691], [-0.58288, 2.20926, 1.01923], [0.77331, 1.07587, 0.88783], [-0.80282, 0.76016, 2.79476], [-1.91783, 0.38993, 1.48603], [-0.16604, -1.30948, 2.47834]], "forces_ev_per_angstrom": [[-1.528, 0.476, 2.481], [1.385, -1.766, 0.184], [-0.226, 0.989, -0.616], [0.458, -0.127, 0.562], [3.162, 0.599, -0.067], [-0.437, -0.761, 0.649], [-1.196, 1.150, 0.952], [-0.183, -0.202, 0.351], [0.099, 0.629, -2.322], [0.914, 0.732, -0.475], [0.227, 0.075, -1.356], [-1.043, -0.532, 0.733], [-0.624, -0.701, 0.419], [0.376, -0.630, 0.360], [0.023, 1.443, 0.081], [-0.555, 0.949, -0.602], [0.428, -0.571, -1.756], [-1.347, -1.285, 0.310], [0.069, -0.468, 0.113]], "e_lumo_ev": -4.653, "max_force_ev_per_a": 3.22, "homo_ha": -0.5387, "gap_ev": 10.007, "total_charge": 1, "relative_energy_ev": 1.496}

***

{"formula": "C16H17N5O3S2", "method": "the ωB97M-V functional and the def2-TZVPD basis", "symbols": ["C", "C", "C", "N", "N", "C", "N", "C", "O", "C", "S", "C", "N", "N", "C", "C", "C", "C", "C", "C", "O", "C", "C", "C", "O", "S", "H", "H", "H", "H", "H", "H", "H", "H", "H", "H", "H", "H", "H", "H", "H", "H", "H"], "xyz": [[3.76104, 2.24393, 1.49868], [2.41120, 2.90133, 1.77079], [1.34114, 2.38649, 0.88603], [0.14699, 2.10854, 1.25364], [-0.67219, 1.73351, 0.27672], [-0.11237, 1.71059, -0.88355], [-0.69594, 1.41207, -2.07965], [-2.02426, 1.26727, -2.43028], [-2.30571, 1.05678, -3.58114], [-3.02601, 1.40805, -1.30983], [-4.55883, 0.49908, -1.70666], [-3.85471, -1.06602, -1.87867], [-4.44902, -2.19477, -2.09803], [-3.47955, -3.13599, -2.13169], [-2.35207, -2.54393, -1.93759], [-0.98839, -3.12005, -1.85530], [-0.20036, -2.40572, -0.78691], [-0.73467, -2.26099, 0.48572], [-0.05100, -1.58916, 1.48199], [1.20814, -1.06053, 1.22109], [1.98248, -0.40913, 2.13205], [1.45985, -0.19557, 3.42355], [1.74889, -1.19794, -0.05753], [1.04677, -1.85370, -1.04801], [-2.51311, -1.20409, -1.76370], [1.58709, 2.17261, -0.84623], [4.08189, 2.44172, 0.47767], [4.51079, 2.63978, 2.17851], [3.68829, 1.16917, 1.64141], [2.09843, 2.73662, 2.80250], [2.49280, 3.98177, 1.61195], [-0.06460, 1.33972, -2.87012], [-2.61496, 1.06242, -0.36149], [-3.32034, 2.45358, -1.21246], [-0.49289, -3.01536, -2.82427], [-1.08877, -4.18534, -1.63744], [-1.70527, -2.68221, 0.70692], [-0.50667, -1.48749, 2.45327], [2.24449, 0.31886, 3.97622], [0.56484, 0.43295, 3.38499], [1.23063, -1.14119, 3.92379], [2.72584, -0.78306, -0.25308], [1.48009, -1.94460, -2.03387]], "forces_ev_per_angstrom": [[-0.091, 0.049, 0.134], [0.326, 0.041, 0.068], [0.175, 0.017, -0.644], [0.618, 0.409, 1.326], [-0.996, -0.471, -1.069], [1.005, 0.387, 0.511], [0.360, -0.113, -0.735], [-0.012, 0.201, 0.015], [-0.018, 0.041, -0.154], [-0.607, -0.598, -0.041], [0.006, 0.506, 0.111], [-0.054, -0.458, -0.039], [-0.906, 1.382, 0.098], [1.242, -0.895, 0.027], [-0.348, -0.415, -0.147], [0.048, 0.196, 0.009], [0.077, -0.072, 0.060], [0.164, -0.048, -0.148], [0.124, 0.093, 0.245], [0.012, -0.073, -0.221], [0.097, -0.117, -0.285], [-0.144, 0.036, 0.185], [0.075, 0.082, 0.283], [-0.102, -0.059, 0.089], [-0.168, -0.249, -0.012], [-0.718, -0.024, 0.433], [0.133, 0.007, -0.073], [0.120, 0.034, -0.007], [0.052, -0.060, -0.026], [-0.068, 0.046, -0.043], [-0.031, -0.035, 0.107], [-0.263, -0.017, 0.084], [-0.125, 0.156, -0.188], [0.049, 0.012, 0.057], [0.019, -0.059, 0.040], [-0.032, 0.058, -0.092], [-0.129, -0.014, 0.031], [-0.020, 0.031, 0.113], [-0.059, -0.022, 0.024], [0.026, -0.028, 0.004], [0.013, 0.030, -0.011], [0.108, 0.038, -0.007], [0.043, -0.023, -0.116]], "e_lumo_ev": 0.243, "max_force_ev_per_a": 1.66, "homo_ha": -0.3142, "gap_ev": 8.792, "relative_energy_ev": 1.003}

***

{"formula": "C33H52FN18O2S", "method": "the ωB97M-V functional and the def2-TZVPD basis", "symbols": ["N", "C", "N", "C", "C", "S", "O", "O", "F", "N", "H", "H", "H", "H", "H", "H", "H", "C", "C", "N", "H", "H", "H", "C", "C", "N", "H", "H", "H", "C", "C", "N", "H", "H", "H", "C", "C", "N", "H", "H", "H", "C", "C", "N", "H", "H", "H", "C", "C", "N", "H", "H", "H", "C", "C", "N", "H", "H", "H", "C", "C", "N", "H", "H", "H", "C", "C", "N", "H", "H", "H", "C", "C", "N", "H", "H", "H", "C", "C", "N", "H", "H", "H", "C", "C", "N", "H", "H", "H", "C", "C", "N", "H", "H", "H", "C", "C", "N", "H", "H", "H", "C", "C", "N", "H", "H", "H"], "xyz": [[2.78893, 3.30805, 2.10763], [1.82621, 2.54607, 1.68996], [1.58747, 1.31820, 2.30645], [0.14612, 1.03320, 1.99378], [-0.38152, 2.21853, 1.08987], [-1.43078, 3.16146, 2.26638], [-0.49926, 3.58129, 3.30636], [-2.19672, 4.30938, 1.78268], [-2.44386, 2.09595, 2.93060], [0.88628, 2.79669, 0.66205], [3.61178, 2.92843, 2.56556], [2.69034, 4.36029, 2.03889], [1.77824, 1.44702, 3.29876], [0.19056, 0.04977, 1.47661], [-0.29853, 0.93192, 3.00135], [-0.87523, 1.66683, 0.27307], [1.11171, 2.33355, -0.21879], [3.10987, -2.58887, 2.14624], [1.68898, -2.20954, 2.10023], [0.57816, -1.91126, 2.06426], [3.59988, -2.29925, 1.21575], [3.60706, -2.09725, 2.97820], [3.19703, -3.66701, 2.27342], [5.67147, -5.14312, 3.80847], [5.41807, -3.71896, 4.08535], [5.23214, -2.60483, 4.31409], [5.06611, -5.76058, 4.46811], [5.41684, -5.37141, 2.77594], [6.72350, -5.37009, 3.97409], [3.19711, -8.41254, 4.29867], [3.93184, -7.93844, 3.11295], [4.50385, -7.56870, 2.18778], [3.48184, -9.43914, 4.52263], [3.43132, -7.78283, 5.15598], [2.12582, -8.37272, 4.10917], [-3.83653, 1.25190, -1.55310], [-3.18885, 2.09606, -0.53632], [-2.69717, 2.77222, 0.26103], [-3.74298, 1.71936, -2.53243], [-3.36381, 0.27276, -1.58743], [-4.89337, 1.12868, -1.31871], [1.86303, -0.53889, -2.23942], [0.63554, 0.09813, -1.73491], [-0.32766, 0.58761, -1.34088], [2.69065, 0.16713, -2.19389], [2.10391, -1.40971, -1.63095], [1.71663, -0.85261, -3.27199], [-6.54195, 4.06571, -0.13142], [-6.82946, 4.29548, -1.55734], [-7.04869, 4.47472, -2.67026], [-6.16821, 3.05288, 0.01024], [-5.78936, 4.77358, 0.21277], [-7.44817, 4.19609, 0.45756], [-3.65404, -2.96335, -0.98534], [-3.65634, -2.28200, -2.28934], [-3.65776, -1.76681, -3.32028], [-3.44616, -2.24602, -0.19110], [-4.63022, -3.42211, -0.81468], [-2.88889, -3.73814, -0.97354], [0.33306, 6.85960, 1.43044], [1.69112, 6.36660, 1.69509], [2.75627, 5.97754, 1.90326], [0.14892, 6.88049, 0.36054], [-0.39665, 6.20242, 1.90783], [0.22291, 7.86668, 1.82876], [6.25764, -0.17061, -2.35077], [5.50012, -0.96794, -1.37045], [4.90933, -1.59193, -0.60794], [5.64089, 0.64828, -2.71807], [7.15077, 0.23862, -1.88166], [6.55160, -0.79967, -3.18930], [1.19165, 2.95793, 6.21053], [2.49944, 2.30195, 6.37952], [3.51923, 1.78879, 6.51150], [0.97644, 3.08294, 5.14978], [0.40963, 2.34903, 6.66143], [1.20126, 3.93592, 6.68877], [6.24657, 3.87738, 7.11911], [7.05731, 4.63434, 8.08837], [7.68916, 5.22480, 8.84361], [6.25513, 4.38438, 6.15522], [6.65382, 2.87530, 6.99793], [5.22039, 3.80200, 7.47262], [-3.91132, -3.12519, -6.92159], [-3.60100, -4.53246, -6.62181], [-3.36207, -5.63182, -6.38660], [-3.52430, -2.48346, -6.13002], [-3.45724, -2.83960, -7.86856], [-4.98930, -2.99184, -6.99217], [-6.60982, -4.97703, -3.84320], [-6.39752, -4.79951, -2.39760], [-6.22854, -4.66066, -1.26966], [-5.85004, -5.64414, -4.24925], [-7.59441, -5.40622, -4.02154], [-6.54370, -4.01340, -4.34599], [-1.25188, 7.79524, -3.08304], [-0.58616, 8.36148, -1.89745], [-0.06604, 8.80369, -0.97313], [-2.27736, 7.52470, -2.83652], [-1.26032, 8.52945, -3.88675], [-0.71851, 6.90687, -3.41711], [-4.01213, -6.95384, -10.39896], [-4.31854, -5.53405, -10.16093], [-4.55688, -4.42629, -9.97510], [-4.63960, -7.57753, -9.76470], [-4.20012, -7.20202, -11.44226], [-2.96642, -7.14888, -10.16792]], "forces_ev_per_angstrom": [[-0.084, 0.881, -0.951], [-0.180, -2.750, 0.912], [-0.483, 3.044, -0.796], [0.741, -1.413, 0.751], [0.985, -3.794, 1.410], [-0.699, 5.268, 0.586], [-0.115, -1.642, -0.498], [1.561, -1.164, 2.010], [1.325, 0.625, -1.088], [-0.529, 1.460, 0.993], [-0.512, -0.046, 0.336], [0.679, -0.666, -0.497], [0.072, -0.643, -0.098], [-0.834, 0.905, 0.291], [-0.318, -0.190, -0.861], [0.037, 1.308, 0.487], [0.331, 0.566, -0.032], [-0.535, 0.197, -0.205], [0.306, -0.151, -0.003], [0.255, -0.253, -0.021], [-0.037, -0.037, 0.047], [-0.130, 0.014, -0.039], [-0.057, 0.016, 0.009], [-0.020, 0.555, 0.032], [0.233, 0.117, 0.273], [0.196, -0.643, -0.060], [0.006, 0.044, -0.005], [0.015, -0.037, 0.039], [-0.021, 0.031, 0.002], [0.197, 0.109, -0.331], [-0.196, -0.206, 0.176], [-0.141, -0.063, 0.158], [0.008, 0.028, -0.015], [-0.004, -0.021, -0.013], [0.029, 0.004, -0.011], [0.139, 0.262, 0.252], [-0.315, 0.172, -0.081], [-1.777, -2.395, -2.913], [-0.002, -0.011, 0.028], [0.057, 0.068, -0.008], [0.026, 0.033, 0.002], [-0.345, 0.088, 0.105], [0.221, -0.217, -0.153], [0.316, -0.152, -0.224], [-0.026, -0.015, 0.022], [0.001, 0.046, 0.020], [-0.047, 0.026, 0.023], [-0.072, 0.098, -0.356], [0.055, -0.038, 0.303], [0.082, -0.051, 0.126], [-0.014, 0.026, 0.027], [-0.002, -0.032, -0.009], [0.007, -0.010, -0.037], [-0.015, 0.281, -0.205], [0.033, -0.170, -0.047], [-0.006, -0.149, 0.419], [0.041, 0.003, -0.041], [0.206, 0.086, 0.005], [-0.010, 0.025, -0.038], [0.276, -0.278, 0.244], [-0.249, 0.302, -0.034], [-0.564, 0.416, -0.083], [0.086, 0.050, 0.034], [0.091, -0.032, 0.036], [0.067, 0.007, -0.072], [-0.168, -0.238, 0.266], [0.198, 0.137, -0.199], [0.001, 0.199, -0.194], [0.019, -0.015, 0.009], [-0.025, -0.020, 0.004], [-0.012, -0.003, 0.032], [0.350, -0.205, 0.024], [-0.290, 0.137, 0.048], [-0.108, 0.097, -0.161], [-0.087, 0.077, 0.043], [0.032, 0.003, 0.002], [0.014, -0.021, -0.020], [0.232, 0.221, 0.274], [-0.156, -0.145, -0.221], [-0.085, -0.070, -0.097], [0.022, 0.012, 0.032], [-0.045, 0.008, 0.023], [0.037, -0.046, 0.002], [0.173, -0.238, 0.140], [-0.081, 0.303, -0.101], [-0.067, 0.138, 0.007], [-0.035, -0.074, 0.052], [-0.079, -0.096, -0.034], [0.027, -0.032, -0.061], [0.062, -0.003, 0.330], [-0.094, -0.069, -0.322], [-0.176, -0.104, -0.244], [0.006, 0.029, 0.017], [0.017, 0.012, 0.036], [0.011, -0.005, 0.043], [0.150, 0.164, 0.307], [-0.136, -0.058, -0.276], [-0.101, -0.075, -0.230], [0.023, 0.022, 0.006], [0.008, -0.005, 0.032], [0.004, 0.030, 0.012], [-0.084, 0.348, 0.046], [0.072, -0.308, -0.037], [0.043, -0.099, 0.027], [0.018, 0.036, 0.007], [-0.003, 0.030, 0.021], [-0.027, 0.026, 0.019]], "e_lumo_ev": -2.900, "max_force_ev_per_a": 5.35, "homo_ha": -0.4707, "gap_ev": 9.908, "total_charge": 1}